C6H8Br2O2 | ωB97M-V/def2-TZVPD

The geometry in XYZ format:
```
18
Properties=species:S:1:pos:R:3:forces:R:3
C -1.8757 0.1814 -0.2575 0.4 -1.3 -0.9
C -3.2304 0.0895 -0.1653 2.1 1.3 0.0
C -1.1475 -1.1088 -0.1887 2.2 -0.5 2.7
C 0.1095 -0.7147 0.6994 -0.3 -3.3 0.9
C -0.4000 1.3025 -0.3769 -5.6 2.0 -1.2
C 0.7548 0.4805 0.0516 -0.2 -0.7 0.6
O -0.6429 2.3339 0.5475 2.2 -1.1 0.6
O 1.5662 0.2691 -1.0769 1.7 -1.4 0.1
Br -4.2082 -1.5471 -0.0272 0.2 0.5 -0.1
Br -4.3043 1.6414 -0.0364 -0.1 0.1 -0.1
H -1.5794 -1.9700 0.2932 -1.0 0.2 0.6
H -0.7382 -1.6284 -1.0066 0.4 0.3 -2.1
H -0.2474 -0.4496 1.7474 0.4 -0.1 -1.3
H 0.8213 -1.6512 0.8916 -1.2 2.0 -0.6
H -0.5598 1.7574 -1.4451 1.2 -1.4 1.7
H 1.1583 0.9471 0.9469 1.1 0.9 -0.6
H -1.3781 2.8169 0.2516 -1.6 1.1 -0.5
H 2.2834 -0.4383 -0.9560 -1.8 1.6 0.2
```
Forces are in eV/Å.

## Properties
* orbital gap: 9.56 eV
* charge: 0
* energy above the lowest of the compared OMol25 structures with the same formula, charge and spin: 169.9 kJ/mol
* LUMO: 0.546 eV
* HOMO: -9.015 eV

***

C6H17NO2SSi | ωB97M-V/def2-TZVPD

The geometry in XYZ format:
```
28
Properties=species:S:1:pos:R:3:forces:R:3
C 1.4293 1.1307 -0.8265 -0.7 -0.8 0.4
C 1.7747 0.1423 1.4865 -1.7 2.5 1.2
C 3.7902 0.6918 0.0285 1.7 0.3 3.5
C -3.7455 -1.2685 1.2264 4.1 2.0 2.2
C -3.1039 -0.6940 -1.7179 0.1 -2.4 4.5
C 2.3246 0.2799 0.1072 0.9 -1.2 -1.6
N 2.3994 -1.1083 -0.4125 -2.1 -2.9 1.4
O -0.8697 -0.8617 0.0277 3.9 -1.5 0.7
O 1.6695 -3.4626 -0.7279 0.2 -0.5 -0.1
Si -2.3554 -0.5068 0.1267 -4.2 -0.9 -2.6
S 1.6178 -2.4043 0.2234 -0.4 2.9 -0.8
H 1.8603 1.2752 -1.8353 0.4 0.5 0.8
H 0.5021 0.4979 -1.0714 0.7 1.4 1.2
H 1.3186 2.0623 -0.1766 -0.5 -0.9 -1.6
H 2.0446 1.1434 1.9329 -1.0 -0.9 0.0
H 2.2495 -0.5370 2.1323 1.3 -1.2 0.5
H 0.6630 -0.1288 1.5746 1.4 0.9 -0.7
H 4.5473 -0.0716 0.3646 -1.1 0.2 -0.4
H 4.1596 1.1056 -0.8364 0.2 0.3 -2.8
H 4.1109 1.5362 0.6802 -1.0 -0.3 0.3
H -3.4562 -1.0457 2.3195 -0.5 -1.1 -1.3
H -4.5706 -0.6845 1.0825 -2.3 1.7 -0.7
H -3.9704 -2.2265 0.9545 -0.4 -2.8 -0.1
H -4.0784 -0.4224 -1.8595 -2.6 1.4 -0.2
H -2.4714 -0.2609 -2.3415 2.8 2.3 -3.0
H -3.1299 -1.7153 -1.9861 0.3 -1.6 -0.3
H 2.9084 -1.4207 -1.2059 0.5 0.3 -1.3
H -2.6370 0.8628 0.2436 0.0 2.1 0.8
```
Forces are in eV/Å.

## Properties
* orbital gap: 4.98 eV
* charge: 0
* energy above the lowest of the compared OMol25 structures with the same formula, charge and spin: 318.8 kJ/mol
* LUMO: -2.642 eV
* HOMO: -7.624 eV

***

C26H34AuBN5O4P | ωB97M-V/def2-TZVPD

The geometry in XYZ format:
```
72
Properties=species:S:1:pos:R:3:forces:R:3
Au -0.1220 0.2140 0.0016 0.1 0.6 0.2
C -4.4041 -0.7173 0.6272 -0.1 0.0 0.0
C -3.2184 -0.1870 0.1109 0.1 -0.1 -0.1
N -2.0698 -0.8385 0.1227 -0.1 -0.2 0.0
C -1.9957 -2.0957 0.6520 -0.2 0.1 0.0
C -3.1542 -2.6906 1.2011 0.1 0.0 0.0
C -4.3670 -1.9690 1.1717 0.0 0.0 0.0
C -3.0821 -3.9703 1.8018 0.0 0.0 0.0
C -1.8849 -4.6245 1.8650 -0.1 -0.1 0.1
C -0.7233 -4.0442 1.3428 0.0 0.0 0.1
C -0.7254 -2.8035 0.7116 0.2 -0.1 -0.1
N 0.3456 -2.2066 0.0833 0.0 -0.2 -0.2
C 1.6994 -2.3528 0.3062 -0.2 -0.2 0.0
C 2.3326 -3.5023 0.7718 0.0 0.0 0.0
C 3.7239 -3.6012 0.8807 0.1 0.0 0.0
C 4.5281 -2.5494 0.5447 0.0 0.0 0.0
C 3.9541 -1.3498 0.0622 -0.1 0.0 0.0
C 4.7578 -0.2405 -0.2775 0.1 0.1 0.0
C 4.1791 0.9169 -0.7097 0.0 0.0 0.0
C 2.7833 0.9660 -0.7865 -0.1 -0.1 0.0
N 2.0121 -0.0517 -0.4716 0.2 -0.2 0.0
C 2.5515 -1.2320 -0.0596 0.2 0.1 -0.1
H -5.3141 -0.1343 0.6027 0.0 0.0 0.0
H -3.1936 0.8035 -0.3276 0.0 0.0 0.1
H -5.2572 -2.4184 1.5959 0.0 0.0 0.0
H -3.9781 -4.4042 2.2281 0.0 0.0 0.0
H -1.8200 -5.6021 2.3248 0.0 0.0 0.0
H 0.1810 -4.6201 1.4193 -0.1 0.0 0.0
H 1.7674 -4.3837 1.0165 0.1 0.1 0.0
H 4.1558 -4.5278 1.2359 0.0 0.0 0.0
H 5.6038 -2.6116 0.6555 0.0 0.0 0.0
H 5.8341 -0.3227 -0.1826 0.0 0.0 0.0
H 4.7669 1.7845 -0.9729 0.0 0.0 0.0
H 2.2699 1.8647 -1.1069 0.0 0.0 0.0
N -0.0245 -2.7918 -2.8384 0.2 0.4 0.0
C -0.9972 -1.7774 -3.3505 0.0 0.3 0.1
P 0.0080 -0.2226 -3.5079 0.1 0.3 -0.2
O 1.4053 -0.7127 -3.6446 -0.1 -0.2 0.0
O -0.3802 0.8297 -2.5006 -0.2 -0.2 0.1
C -0.5590 0.5826 -5.0941 0.1 -0.1 0.3
N -0.2768 2.0468 -4.8745 0.0 -0.3 0.3
H 0.8976 -2.5555 -3.2572 -0.1 0.0 -0.1
H -0.2863 -3.7575 -3.0134 -0.1 -0.1 0.0
H 0.1101 -2.6128 -1.8249 -0.1 -0.2 0.3
H -1.8127 -1.6545 -2.6410 0.0 -0.1 0.0
H -1.3930 -2.0874 -4.3159 0.1 -0.1 0.0
H -1.6300 0.4582 -5.2407 0.0 0.1 0.0
H -0.0167 0.2076 -5.9565 0.0 0.1 -0.1
H -0.8525 2.6720 -5.4321 -0.1 0.0 -0.1
H 0.7049 2.2561 -5.0535 0.1 0.1 -0.1
H -0.4374 2.1956 -3.8533 0.0 0.0 -0.1
C -0.3747 1.2032 5.0185 0.0 0.0 -0.1
C 0.3368 0.0739 4.2870 0.0 0.1 0.0
C 0.2265 -1.2143 5.0784 0.0 0.0 0.0
O -0.3782 -0.1179 3.0221 -0.1 -0.1 0.0
B 0.3745 0.4356 2.0395 -0.1 0.0 -0.2
O 1.6031 0.8606 2.4290 0.0 0.2 0.0
C 1.7942 0.4458 3.8172 0.0 -0.2 0.1
C 2.4336 1.5888 4.5803 0.0 -0.1 0.0
C 2.7395 -0.7481 3.7765 -0.1 0.0 0.0
H -1.4162 0.9195 5.1702 0.0 0.0 0.0
H -0.3552 2.1241 4.4352 0.0 0.0 0.0
H 0.0777 1.3876 5.9929 0.0 0.0 0.0
H -0.8193 -1.3806 5.3363 0.0 0.0 0.0
H 0.7988 -1.1449 6.0052 0.0 0.0 0.0
H 0.5825 -2.0702 4.5057 0.0 0.0 0.0
H 1.8641 2.5101 4.4778 0.0 0.0 0.0
H 3.4401 1.7601 4.1997 0.0 0.0 0.0
H 2.5069 1.3346 5.6394 0.0 0.0 0.0
H 2.3276 -1.5584 3.1689 0.0 0.0 0.0
H 2.9349 -1.1243 4.7814 0.0 0.0 0.0
H 3.6877 -0.4357 3.3367 0.0 0.0 0.0
```
Forces are in eV/Å.

## Properties
* orbital gap (alpha / beta): 6.39 / 6.16 eV
* charge: +2
* ⟨S²⟩: 2.06
* LUMO (alpha / beta): -5.322 / -7.329 eV
* multiplicity: 3
* HOMO (alpha / beta): -11.707 / -13.487 eV

***

C15H47NO9 | ωB97M-V/def2-TZVPD

The geometry in XYZ format:
```
72
Properties=species:S:1:pos:R:3:forces:R:3
O 0.9245 -1.2985 -3.5564 0.2 0.2 0.3
H 1.8816 -1.3799 -3.4810 -0.1 -0.1 -0.1
H 0.6476 -0.8110 -2.7651 -0.1 -0.1 -0.1
O -0.9333 -1.2176 -1.4038 -0.2 -0.5 0.0
H -1.1651 -2.0387 -1.8639 0.0 0.1 0.1
H -1.6734 -1.0595 -0.7899 0.1 0.3 -0.2
O -3.1514 0.3198 -0.6955 -0.2 0.2 -0.1
H -3.9345 0.8133 -0.4262 0.0 -0.1 -0.1
H -3.1545 0.3768 -1.6723 -0.1 0.0 0.1
O -3.3203 -0.0248 -3.5510 0.2 0.0 0.4
H -2.5341 -0.5956 -3.5961 -0.2 0.0 -0.4
H -3.2710 0.5103 -4.3490 0.0 0.0 0.0
O -1.3777 -1.7191 -5.0099 0.3 0.1 0.4
H -0.5144 -1.6740 -4.5437 -0.3 0.0 -0.4
H -1.2417 -1.2287 -5.8271 0.0 -0.1 0.0
O 0.8657 -2.6907 0.4020 -0.2 0.0 -0.1
H 0.2735 -2.2498 -0.2322 0.2 0.0 0.3
H 0.4545 -2.5519 1.2627 0.0 0.0 -0.1
C 5.0088 3.1683 2.9341 -0.5 -0.4 -0.1
C 4.5940 2.4430 1.6420 0.6 0.7 -0.3
C 5.2628 1.0693 1.6451 -0.1 -1.2 -0.5
C 4.6793 0.0331 0.6560 -0.2 0.6 0.3
C 3.1569 0.0569 0.7277 0.3 0.0 -0.2
C 2.4875 1.4544 0.6645 0.3 -1.7 -0.3
N 3.1387 2.3205 1.6182 0.1 -0.1 0.7
O 2.5456 3.6063 1.6592 -0.1 -0.1 -0.4
C 2.4965 1.9037 -0.8143 -0.9 -0.7 -0.7
C 1.0532 1.1900 1.1470 -0.2 1.5 0.9
C 5.1948 3.2360 0.4642 0.0 -0.4 -0.7
H 4.5359 2.6747 3.7859 0.2 -0.1 0.0
H 4.6692 4.2012 2.9592 0.2 0.1 -0.2
H 6.0922 3.0843 3.0024 0.0 0.3 0.2
H 6.3223 1.1390 1.3888 0.0 0.4 0.3
H 5.2169 0.5936 2.6281 -0.1 0.3 0.2
H 5.0517 -0.9440 0.9678 -0.1 -0.1 -0.1
H 5.0388 0.1634 -0.3682 0.0 0.3 0.0
H 2.8495 -0.4262 1.6556 -0.1 0.0 0.0
H 2.7486 -0.5089 -0.1120 -0.2 -0.2 0.2
H 1.5565 1.5165 -1.2314 -0.2 0.6 0.1
H 2.5632 2.9696 -1.0308 0.0 0.0 0.1
H 3.1855 1.3673 -1.4747 0.7 0.3 0.5
H 1.0510 0.8978 2.1993 0.3 -0.2 -0.1
H 0.5625 2.1691 1.1884 -0.4 -0.2 -0.4
H 0.4457 0.4690 0.6071 0.3 0.0 -0.4
H 6.2708 3.2960 0.6282 0.0 0.4 0.0
H 4.7701 4.2263 0.2946 0.1 0.1 0.4
H 5.0887 2.7126 -0.4936 -0.1 -0.1 0.2
H 2.5058 3.9222 0.7382 0.1 0.0 0.2
C -3.8455 0.8650 4.0459 0.5 -0.5 0.5
C -2.8513 1.3738 3.0195 -0.3 -0.3 -0.8
C -1.6649 2.0957 3.6235 0.0 -0.4 -0.3
O -2.3493 0.2780 2.2261 0.0 0.0 0.3
H -4.4944 0.0903 3.6379 -0.2 0.3 -0.2
H -4.4203 1.6762 4.4909 -0.1 0.0 0.0
H -3.2879 0.3527 4.8384 -0.1 0.2 0.1
H -3.4022 2.0226 2.3249 0.2 0.3 0.1
H -1.9847 3.0331 4.0751 0.2 0.0 0.2
H -0.9201 2.2642 2.8481 -0.1 0.4 -0.1
H -1.1655 1.4311 4.3322 -0.2 0.2 0.3
H -2.7723 0.3187 1.3637 0.2 -0.1 0.0
C -3.4700 -4.6153 -2.2256 0.1 0.7 0.7
C -4.9532 -4.7676 -2.5600 1.1 1.5 0.1
C -5.7066 -3.6425 -1.8454 -0.2 -0.2 0.6
O -5.1407 -4.5320 -3.9633 -0.3 -0.8 0.2
H -3.3549 -4.6146 -1.1368 0.1 -0.5 -0.1
H -3.1378 -3.6011 -2.4826 -0.1 -0.1 -0.4
H -2.7849 -5.3304 -2.6799 -0.2 -0.2 0.0
H -5.2609 -5.7552 -2.2125 -0.4 -0.1 -0.5
H -5.4594 -3.5649 -0.7808 0.1 -0.3 0.0
H -6.7877 -3.7787 -1.8904 0.0 0.1 -0.3
H -5.4287 -2.6770 -2.2666 -0.1 -0.1 -0.3
H -4.2763 -4.4078 -4.3606 0.0 0.0 -0.1
```
Forces are in eV/Å.

## Properties
* orbital gap: 8.59 eV
* charge: 0
* energy above the lowest of the compared OMol25 structures with the same formula, charge and spin: 0.0 kJ/mol
* LUMO: 0.109 eV
* structure (SMILES): CC1(C)CCCC(C)(C)N1O.CC(C)O.CC(C)O.O.O.O.O.O.O
* HOMO: -8.479 eV

***

C17H27NO2 | ωB97M-V/def2-TZVPD

The geometry in XYZ format:
```
47
Properties=species:S:1:pos:R:3:forces:R:3
C 1.5471 0.7792 -2.6113 -0.2 -0.1 -0.1
C 0.0628 1.1263 -2.6125 0.2 0.1 0.2
C -0.2751 2.1469 -1.5282 -0.3 0.0 -0.3
C -1.7219 2.6444 -1.5761 0.0 -0.1 0.0
C -2.7901 1.5559 -1.4446 0.2 0.2 0.2
C -2.6428 0.7275 -0.1706 -0.3 0.0 -0.4
C -3.7953 -0.2579 0.0123 0.2 0.1 0.2
C -3.6388 -1.1321 1.2657 -0.1 -0.2 -0.3
C -2.4503 -2.0614 1.0988 -0.3 0.4 0.4
O -2.5232 -3.1500 0.5740 -0.1 -0.3 -0.3
N -1.2813 -1.5481 1.5613 0.4 0.1 0.4
H -1.2765 -0.6149 1.9421 -0.1 -0.1 -0.1
C -0.0030 -2.1670 1.3121 0.3 -0.1 -0.1
C 0.8970 -2.1399 2.5576 -0.5 0.1 0.0
O 2.2571 -2.2808 2.2266 0.3 0.0 -0.2
C 2.9058 -1.2524 1.6027 0.2 0.0 -0.1
C 2.3926 0.0241 1.3978 -0.2 -0.2 0.2
C 3.1624 0.9849 0.7613 0.1 0.0 0.0
C 4.4395 0.6925 0.3226 0.0 0.2 0.0
C 4.9554 -0.5773 0.5311 0.0 0.0 0.0
C 4.1988 -1.5412 1.1637 -0.2 -0.1 0.1
H 4.5836 -2.5340 1.3343 0.0 -0.1 0.0
H 5.9531 -0.8179 0.1958 0.1 0.0 0.0
H 5.0285 1.4457 -0.1775 0.1 0.1 0.0
H 2.7496 1.9713 0.6073 0.0 0.1 0.0
H 1.4014 0.2914 1.7303 -0.1 0.0 0.0
H 0.6750 -2.9853 3.2124 0.0 0.2 0.0
H 0.7271 -1.2141 3.1258 0.0 -0.1 0.0
H -0.2002 -3.1927 0.9946 0.1 0.1 0.0
H 0.5168 -1.6506 0.4929 -0.1 -0.1 0.1
H -3.5203 -0.5047 2.1510 0.0 0.0 0.0
H -4.5314 -1.7470 1.3833 0.1 0.0 0.1
H -4.7354 0.2939 0.0834 0.0 0.0 -0.1
H -3.8565 -0.9107 -0.8607 -0.1 0.0 0.0
H -2.5982 1.4002 0.6912 0.1 0.0 0.1
H -1.7064 0.1728 -0.2251 0.1 0.0 0.1
H -3.7714 2.0371 -1.4489 -0.1 0.0 -0.1
H -2.7497 0.8928 -2.3101 -0.1 -0.1 -0.1
H -1.8613 3.3722 -0.7721 -0.1 0.1 0.0
H -1.8810 3.1679 -2.5219 0.0 0.1 0.0
H -0.0617 1.7149 -0.5484 0.1 0.0 0.1
H 0.3825 3.0123 -1.6469 0.1 0.0 0.1
H -0.5151 0.2138 -2.4571 -0.1 0.0 -0.1
H -0.2141 1.5337 -3.5875 -0.1 0.0 -0.1
H 2.1480 1.6661 -2.8011 0.1 0.1 0.0
H 1.8481 0.3672 -1.6497 0.1 0.0 0.1
H 1.7689 0.0447 -3.3819 0.1 -0.1 -0.1
```
Forces are in eV/Å.

## Properties
* orbital gap: 9.33 eV
* charge: 0
* energy above the lowest of the compared OMol25 structures with the same formula, charge and spin: 34.8 kJ/mol
* LUMO: 0.662 eV
* structure (SMILES): CCCCCCCCC(=O)NCCOc1ccccc1
* HOMO: -8.671 eV